Computed, not measured: C49H39N4OP2RuS2 as an isolated structure, with ωB97M-V/def2-TZVPD.

Total charge: +3
HOMO-LUMO gap (spin up / spin down), eV: 5.9977 / 5.9983
HOMO level (spin up / spin down), eV: -15.57 / -15.57

Last column: Löwdin charge in e.
Atoms and positions in Å:
Ru (0.566677, -0.037913, 0.665170)  0.647
O (-2.140006, -2.372240, 0.349927)  0.079
S (-0.577652, -1.172073, 2.414944)  1.031
C (-2.230999, -0.555405, 2.566653)  -0.501
C (-3.236458, -1.294272, 3.172617)  -0.070
C (-4.527903, -0.786338, 3.146943)  -0.016
C (-4.804906, 0.407854, 2.489330)  -0.012
C (-3.793445, 1.123429, 1.866555)  -0.018
C (-2.490732, 0.636516, 1.915160)  -0.347
P (-1.072420, 1.574663, 1.292640)  0.953
C (-0.721497, 2.735147, 2.619820)  -0.373
C (-0.972861, 2.331845, 3.935251)  -0.076
C (-0.681027, 3.177771, 4.992524)  -0.041
C (-0.163537, 4.442580, 4.747214)  -0.032
C (0.060132, 4.863102, 3.441207)  -0.040
C (-0.207910, 4.015331, 2.381034)  -0.132
C (-1.636433, 2.361448, -0.211980)  -0.376
C (-2.244716, 3.616846, -0.191816)  -0.077
C (-2.752779, 4.147231, -1.368826)  -0.036
C (-2.656643, 3.434360, -2.554785)  -0.031
C (-2.061369, 2.178620, -2.573951)  -0.042
C (-1.554958, 1.639589, -1.404081)  -0.100
C (0.194160, -0.930087, 3.990286)  -0.474
C (-0.422675, -1.198226, 5.201577)  -0.048
C (0.342660, -1.120858, 6.356004)  -0.013
C (1.697214, -0.810388, 6.293208)  -0.015
C (2.297849, -0.543809, 5.074816)  -0.033
C (1.534001, -0.598448, 3.907174)  -0.374
P (2.241990, -0.202528, 2.292462)  0.995
C (3.094609, -1.657467, 1.672084)  -0.338
C (3.948561, -1.567820, 0.567898)  -0.119
C (4.618836, -2.689916, 0.117495)  -0.043
C (4.429831, -3.912933, 0.754440)  -0.031
C (3.563470, -4.014760, 1.833482)  -0.038
C (2.892860, -2.891354, 2.295964)  -0.058
C (3.404016, 1.098916, 2.737304)  -0.413
C (2.910657, 2.180064, 3.477256)  -0.130
C (3.773234, 3.168445, 3.907055)  -0.039
C (5.131136, 3.087783, 3.610478)  -0.029
C (5.624169, 2.010823, 2.891981)  -0.036
C (4.763773, 1.012167, 2.452107)  -0.058
H (-3.029505, -2.250874, 3.634690)  0.125
H (-5.328744, -1.337046, 3.621298)  0.130
H (-5.820235, 0.778417, 2.455474)  0.130
H (-4.020588, 2.046188, 1.348767)  0.122
H (-1.411929, 1.365878, 4.146619)  0.097
H (-0.881388, 2.859220, 6.006321)  0.122
H (0.046092, 5.109736, 5.572443)  0.125
H (0.437849, 5.857487, 3.247422)  0.124
H (-0.033395, 4.357660, 1.370559)  0.091
H (-2.333188, 4.177107, 0.730011)  0.112
H (-3.228684, 5.117910, -1.355602)  0.124
H (-3.052678, 3.855173, -3.468675)  0.124
H (-1.996416, 1.622434, -3.498559)  0.120
H (-1.114272, 0.646490, -1.429260)  0.080
H (-1.471085, -1.453185, 5.261576)  0.112
H (-0.122015, -1.312422, 7.313674)  0.130
H (2.282990, -0.764796, 7.200744)  0.129
H (3.345644, -0.277613, 5.032051)  0.130
H (4.101019, -0.616434, 0.071189)  0.101
H (5.293690, -2.613009, -0.724303)  0.122
H (4.966038, -4.786986, 0.409969)  0.126
H (3.422277, -4.964774, 2.330509)  0.123
H (2.237186, -2.979267, 3.152964)  0.111
H (1.856351, 2.246642, 3.728253)  0.092
H (3.392836, 4.000408, 4.484146)  0.118
H (5.804412, 3.860176, 3.956007)  0.124
H (6.682318, 1.934299, 2.683997)  0.123
H (5.173207, 0.163121, 1.925857)  0.099
N (2.390119, 3.365398, -1.514385)  0.137
C (1.991110, 2.170252, -1.065684)  -0.709
S (1.481581, 2.104774, 0.623298)  0.806
N (2.039028, 1.121718, -1.813906)  0.048
N (1.564710, 0.007167, -1.154959)  -0.107
C (1.780072, -1.151501, -1.718363)  -0.159
C (2.627932, -1.360996, -2.890355)  -0.178
C (3.888579, -0.762120, -3.003983)  -0.034
C (4.682347, -1.020409, -4.103346)  -0.039
C (4.214048, -1.836571, -5.128519)  -0.027
C (2.951967, -2.405795, -5.045925)  -0.036
C (2.167682, -2.184344, -3.926550)  -0.021
C (1.021431, -2.285812, -1.136368)  -0.205
C (1.323904, -3.600180, -1.375550)  0.013
C (0.395993, -4.576639, -0.991009)  0.023
C (-0.799193, -4.197736, -0.439056)  0.048
C (-1.007255, -2.838137, -0.174487)  -0.382
N (-0.089745, -1.909717, -0.424391)  0.067
H (2.346497, 4.188808, -0.941731)  0.108
H (2.792750, 3.434731, -2.435560)  0.131
H (4.250334, -0.097321, -2.232479)  0.104
H (5.662208, -0.569395, -4.176047)  0.120
H (4.833206, -2.017667, -5.996632)  0.124
H (2.578157, -3.023298, -5.850515)  0.122
H (1.179632, -2.622394, -3.882387)  0.123
H (2.234485, -3.863553, -1.891516)  0.134
H (0.598034, -5.622514, -1.180693)  0.139
H (-1.570253, -4.921004, -0.209714)  0.139
H (-2.790255, -3.076180, 0.462351)  0.146

Forces on atoms 1 to 2 (eV/Å):
Ru 0.0 -0.5 0.3
O 0.1 0.1 0.0



Computed, not measured: a 4-piece molecular cluster, C2H14NO4 overall at a distorted geometry, with ωB97M-V/def2-TZVPD.

Total charge: +1
HOMO-LUMO gap, eV: 10.9369
HOMO level, eV: -14.05

Last column: Löwdin charge in e.
Atoms and positions in Å:
C (-0.980201, -0.995611, 1.287388)  -0.204
O (-2.246868, -1.699160, 1.074454)  -0.082
C (-0.569978, -0.572713, -0.127856)  -0.161
N (0.618876, -1.173709, -0.831269)  0.161
H (-0.224326, -1.640717, 1.839706)  0.139
H (-1.191723, -0.082003, 1.935918)  0.128
H (-2.506970, -2.226613, 1.830340)  0.087
H (-1.491217, -0.636693, -0.790826)  0.143
H (-0.380836, 0.566893, -0.333133)  0.150
H (0.235166, -1.470127, -1.705047)  0.073
H (1.124790, -1.923908, -0.219763)  0.216
H (1.450049, -0.594165, -1.187734)  0.204
H (-1.641011, -2.290405, -3.564093)  0.033
H (-0.375831, -1.833557, -4.223596)  0.109
O (-0.809058, -1.943873, -3.316717)  -0.049
H (1.484636, 4.386886, 0.377131)  0.119
H (2.695932, 4.482681, 1.365622)  0.039
O (2.071770, 3.874126, 1.028363)  -0.047
H (0.398532, 1.770366, 2.483663)  0.134
H (1.414488, 2.383113, 1.509425)  -0.098
O (0.923777, 1.619194, 1.568026)  -0.095

Forces on atoms 1 to 2 (eV/Å):
C -0.7 -0.1 0.8
O 1.3 0.5 -0.3



Computed, not measured: C5H9LaMgO4 as an isolated structure at a distorted geometry, with ωB97M-V/def2-TZVPD.

Multiplicity: 2
Total charge: +1
HOMO-LUMO gap (spin up / spin down), eV: 3.3534 / 3.6648
HOMO level (spin up / spin down), eV: -8.44 / -8.79

Last column: Löwdin spin population.
Atoms and positions in Å:
O (0.030427, -1.707729, -0.087094)  0.001
C (-1.321760, -1.759797, 0.251568)  0.000
C (-1.828746, -0.349564, 0.495697)  -0.002
O (-1.429224, 0.403125, -0.642314)  -0.019
C (-2.265469, 1.491262, -0.979591)  -0.004
Mg (0.497222, 0.064029, -1.458070)  -0.078
H (-1.580953, -2.374798, 1.130080)  0.000
H (-1.883346, -2.200935, -0.592461)  0.000
H (-1.390440, 0.131484, 1.384527)  -0.001
H (-2.919491, -0.348002, 0.645724)  0.000
H (-1.644653, 2.388204, -1.113433)  -0.002
H (-2.776012, 1.224689, -1.912740)  0.000
H (-3.011887, 1.651414, -0.187197)  0.000
O (3.470270, -1.008118, 1.496014)  0.196
C (4.078918, -0.000305, 1.002975)  0.693
C (3.204174, 0.821135, 0.056422)  0.102
O (1.888366, 0.380543, -0.092168)  0.008
La (1.901600, -1.527861, 1.051300)  0.081
H (3.758098, 0.864810, -0.903729)  0.009
H (3.222914, 1.856415, 0.454497)  0.016

Forces on atoms 1 to 2 (eV/Å):
O -2.7 0.7 -2.5
C -0.7 0.1 -0.6